1.
A gas-phase ion, C4H3ClNO (charge +1), computed with ωB97M-V with the def2-TZVPD basis set.

multiplicity = 1
total charge = +1
relative energy (zero: lowest compared OMol25 entry of this formula, charge and spin) = 10.95 kcal/mol
lowest unoccupied orbital energy (spin up / spin down) = -7.1778 / -7.1802 eV
total energy = -743.98183 Ha
orbital gap (spin up / spin down) = 7.203 / 7.199 eV

Element x y z (Å)
1 Cl -2.5446 -0.6103 -0.8078
2 O 1.3389 1.7680 1.1166
3 N -0.0279 -0.7223 -1.2840
4 C -0.4675 0.0313 0.9574
5 C -0.9381 -0.4306 -0.4059
6 C 0.7524 0.8520 0.6729
7 C 1.0774 -0.1580 -1.1922
8 H -1.2634 0.5928 1.3321
9 H 0.0666 -0.9284 1.4357
10 H 2.0062 -0.3945 -1.8249

2.
2 unconnected molecules or ions with the total composition C5H15NO2, computed with ωB97M-V with the def2-TZVPD basis set.

multiplicity = 1
relative energy (zero: lowest compared OMol25 entry of this formula, charge and spin) = 36.66 kcal/mol
lowest unoccupied orbital energy = 0.6983 eV
total energy = -404.69665 Ha
orbital gap = 10.115 eV

Element x y z (Å)
1 O 1.6110 -1.2817 0.7114
2 O -0.9343 0.1526 3.5028
3 N 1.0503 0.6153 -2.3560
4 C 1.2487 -0.9998 -0.6646
5 C -1.0736 0.8930 0.8381
6 C -0.7581 0.7176 -0.6556
7 C -1.6956 -0.3863 -1.2467
8 C 0.7233 0.4234 -0.9276
9 H -1.0548 1.5549 -1.2954
10 H -1.3009 -1.3985 -1.2224
11 H -2.1308 0.9638 1.0809
12 H 0.4691 1.3677 -2.7127
13 H -0.3056 0.8591 3.6962
14 H -2.0030 -0.1757 -2.2665
15 H -2.6131 -0.4188 -0.6605
16 H -0.5332 0.0589 1.2595
17 H 2.1765 -1.1434 -1.2059
18 H 0.4463 -1.7065 -0.8339
19 H -0.7446 1.8948 1.1378
20 H 0.7637 -0.1967 -2.8952
21 H 2.1883 -0.5587 0.9801
22 H 1.3528 1.0699 -0.3124
23 H -0.4987 -0.5570 3.9923

3.
C13H23N3OS in the gas phase, computed with ωB97M-V with the def2-TZVPD basis set.

multiplicity = 1
relative energy (zero: lowest compared OMol25 entry of this formula, charge and spin) = 2.56 kcal/mol
lowest unoccupied orbital energy = 0.7092 eV
total energy = -1146.86095 Ha
orbital gap = 9.271 eV

Element x y z (Å)
1 S -2.4300 0.8177 -1.0580
2 O -1.4741 0.2165 2.6371
3 N -0.8609 -1.0479 -2.2301
4 N 0.0440 -1.9437 -1.7857
5 N -0.6164 -0.8875 -0.0122
6 C 2.7288 -0.1788 1.3904
7 C -2.2211 0.2221 1.6951
8 C -1.2333 -0.4330 -1.1284
9 C 2.8932 -0.8518 0.0300
10 C 0.9636 3.0809 -1.5996
11 C 2.5775 -2.3478 0.0486
12 C 0.1831 -1.8348 -0.4480
13 C 1.1065 -2.6446 0.3803
14 C -2.1566 1.3392 0.6669
15 C 2.1638 2.5409 -0.8302
16 C 2.9039 1.3388 1.3153
17 C 1.7606 2.0244 0.5506
18 C -3.3400 -0.7654 1.5064
19 H 0.4796 3.8802 -1.0417
20 H 3.2055 -2.8490 0.7873
21 H 0.9400 1.3129 0.4409
22 H 0.9053 -3.7066 0.2157
23 H -2.9593 2.0504 0.8713
24 H -3.0688 -1.4730 0.7264
25 H -3.5060 -1.3137 2.4297
26 H 0.5039 -2.5599 -2.4362
27 H 2.9076 3.3331 -0.7139
28 H 0.2323 2.2939 -1.7737
29 H 1.2716 3.4757 -2.5651
30 H 2.6282 1.7388 -1.4075
31 H 0.8967 -2.4122 1.4235
32 H 1.3823 2.8674 1.1330
33 H 3.8603 1.5750 0.8430
34 H 2.9404 1.7242 2.3356
35 H 2.2381 -0.3658 -0.6940
36 H 2.8166 -2.7697 -0.9316
37 H -4.2491 -0.2555 1.1973
38 H 3.4626 -0.5960 2.0847
39 H 3.9218 -0.7145 -0.3135
40 H 1.7343 -0.3835 1.7886
41 H -1.1974 1.8526 0.7351

4.
3 unconnected molecules or ions with the total composition C2H10O2S2, computed with ωB97M-V with the def2-TZVPD basis set.

multiplicity = 1
relative energy (zero: lowest compared OMol25 entry of this formula, charge and spin) = 42.59 kcal/mol
lowest unoccupied orbital energy = 0.2278 eV
total energy = -1028.99103 Ha
orbital gap = 8.460 eV

Element x y z (Å)
1 S 0.0579 1.2193 0.8604
2 S 1.9557 0.6375 1.2471
3 O -1.0886 -2.1241 0.8583
4 O -2.1602 -1.6965 -2.3496
5 C 0.4607 0.5218 -1.7341
6 C -0.6810 0.7744 -0.7277
7 H -1.4306 -0.1354 -0.6995
8 H 0.0204 0.1861 -2.6474
9 H -1.1860 -1.7827 1.8037
10 H -2.9062 -1.7606 -1.7869
11 H 1.0460 1.3813 -1.9787
12 H -1.4478 1.5380 -0.8912
13 H -0.7995 -3.1377 0.9876
14 H -1.5061 -2.1353 -1.8374
15 H 2.3048 -0.7234 1.1971
16 H 0.9998 -0.3510 -1.1648

5.
3 unconnected molecules or ions with the total composition C18H37BF7O9S2, computed with ωB97M-V with the def2-TZVPD basis set.

multiplicity = 1
total charge = -1
lowest unoccupied orbital energy = 2.2043 eV
total energy = -2905.46819 Ha
orbital gap = 7.870 eV

Element x y z (Å)
1 S 3.5235 -0.8229 0.3515
2 S 2.3936 -2.5265 -4.9825
3 F 1.7572 -5.1294 -4.7188
4 F -0.0716 -4.3034 -8.2133
5 F 0.0991 -6.0571 -7.0812
6 F 0.5819 -3.7362 -3.6482
7 F 1.7825 -4.8386 -7.3900
8 F -0.3465 -2.8491 -6.2266
9 F -0.9353 -4.6799 -5.3601
10 O -0.5077 1.5306 7.0497
11 O 2.7392 -2.3656 -6.3802
12 O -0.4621 2.9191 3.9262
13 O 1.7278 -1.3402 -4.4734
14 O -2.3029 3.8850 6.1981
15 O 5.2055 -2.6215 -4.6583
16 O -0.6581 1.2044 -0.0762
17 O -1.8229 -1.1494 -1.6740
18 O -3.6710 1.5303 -0.7073
19 C -2.6311 2.4903 -0.8063
20 C -4.7400 1.9816 0.0876
21 C -2.5448 2.4845 6.1711
22 C 3.4441 -0.0113 -1.2854
23 C 4.1553 -0.7299 -2.4428
24 C 0.2309 1.3100 8.2279
25 C 1.1869 -3.9476 -4.8046
26 C 0.5163 -4.8260 -7.1759
27 C -1.8878 1.7253 7.3032
28 C -0.7611 4.2454 4.3143
29 C 0.0999 -4.0263 -5.8914
30 C -1.0077 4.3254 5.8050
31 C -0.7196 2.6875 2.5534
32 C -1.2149 -0.0294 0.3713
33 C 3.8854 -2.2395 -2.4623
34 C -1.3147 1.8358 -1.1689
35 C -0.9496 -1.1899 -0.5607
36 C -1.2871 -1.8550 -2.7831
37 B 3.9788 -2.9234 -3.9214
38 H -2.2829 2.0555 5.2026
39 H -0.1008 0.3969 8.7362
40 H -0.6323 2.6279 -1.4871
41 H -2.5187 3.0254 0.1441
42 H -0.2268 3.8088 6.3647
43 H 0.0975 4.8813 4.0547
44 H -1.9893 -1.7589 -3.6107
45 H 2.3910 0.0904 -1.5197
46 H -2.2803 0.0717 0.5885
47 H 5.2132 -0.5224 -2.3385
48 H -4.4025 2.2000 1.1087
49 H -1.6493 4.6084 3.7821
50 H -5.2026 2.8770 -0.3458
51 H -0.7096 -0.2435 1.3165
52 H -2.3618 0.7382 7.3995
53 H -1.7787 2.8628 2.3274
54 H -3.6261 2.3823 6.2911
55 H -0.4888 1.6527 2.3375
56 H 5.5284 -3.4581 -4.9997
57 H -0.0941 3.3298 1.9254
58 H 3.8386 -0.2797 -3.3761
59 H -0.9699 5.3795 6.0909
60 H 0.1418 2.1649 8.9093
61 H 3.8263 0.9895 -1.1333
62 H 0.0959 -1.1547 -0.8901
63 H -2.9051 3.2087 -1.5919
64 H 1.2769 1.1990 7.9483
65 H 4.6711 -2.7068 -1.8763
66 H -1.1643 -2.9105 -2.5416
67 H -0.3291 -1.4250 -3.0889
68 H 4.3097 -1.8946 0.1850
69 H 3.9549 -4.1387 -3.7570
70 H -2.0300 2.2797 8.2394
71 H -1.4280 1.1500 -2.0092
72 H 2.9548 -2.4958 -1.9618
73 H -1.1191 -2.1340 -0.0227
74 H -5.4814 1.1855 0.1321

6.
C8H15N3O4S in the gas phase, computed with ωB97M-V with the def2-TZVPD basis set.

multiplicity = 1
relative energy (zero: lowest compared OMol25 entry of this formula, charge and spin) = 30.46 kcal/mol
lowest unoccupied orbital energy = 0.4100 eV
total energy = -1177.28615 Ha
orbital gap = 9.246 eV

Element x y z (Å)
1 S 0.1327 -0.7429 -5.5233
2 O -1.4754 0.2601 3.3127
3 O 0.0289 -2.3231 0.9149
4 O 0.9429 -1.1962 2.7124
5 O -1.6242 0.0053 -1.0672
6 N -0.1501 1.3095 4.7832
7 N 0.6604 -0.2308 -0.7790
8 N -1.5401 -1.6915 -3.2350
9 C -0.5476 0.9853 3.5555
10 C -0.5344 -0.4086 -1.4694
11 C -0.0322 0.0593 -3.8848
12 C 0.3317 1.6894 2.4950
13 C 0.8221 -0.0294 0.6284
14 C 0.5220 -1.3230 1.4053
15 C 0.0533 1.2455 1.0278
16 C -0.3383 -1.0485 -2.8655
17 H 0.4243 -1.8038 -2.8462
18 H -0.8147 0.8416 -3.8435
19 H -1.4222 -2.7521 -2.9820
20 H 1.3990 -0.6593 -1.2827
21 H 1.9087 0.2163 0.7557
22 H 1.1351 -0.0338 -6.0254
23 H 0.4517 2.0584 0.3395
24 H 0.2579 2.7974 2.6186
25 H -0.6081 0.8770 5.5880
26 H 0.8932 0.5543 -3.5950
27 H 0.5512 -1.9632 3.1983
28 H -1.0440 1.1975 0.7712
29 H -2.3362 -1.3299 -2.5711
30 H 0.6263 1.9751 4.9834
31 H 1.3261 1.4640 2.8802

7.
3 unconnected molecules or ions with the total composition C14H33O3P, computed with ωB97M-V with the def2-TZVPD basis set.

multiplicity = 1
lowest unoccupied orbital energy = 0.2495 eV
total energy = -1120.26747 Ha
orbital gap = 9.575 eV

Element x y z (Å)
1 P -3.6849 -0.5350 -5.6511
2 O -0.1613 -0.5661 -4.9353
3 O -5.2845 -1.0172 -5.1589
4 O -1.3500 -0.7938 -2.9554
5 C -2.4496 1.8172 2.3639
6 C -3.7703 -1.2038 0.5271
7 C 4.1342 -1.6204 2.8703
8 C -1.2921 -1.0000 -4.1897
9 C 3.6707 1.1302 -1.0563
10 C 3.9817 0.7904 2.0502
11 C -1.3010 2.6996 1.8928
12 C 2.6865 0.6429 1.2463
13 C -2.5041 -1.8078 -4.8889
14 C -2.4757 -0.4665 0.2119
15 C -2.0359 0.3681 2.6214
16 C 4.8355 -0.4742 2.1542
17 C -1.5142 -0.3925 1.3987
18 C 2.8596 0.1693 -0.1972
19 H -4.3948 -1.2674 -0.3682
20 H -1.2586 -1.4120 1.7109
21 H -1.9718 -0.9878 -0.6072
22 H -0.9037 2.3660 0.9313
23 H -3.1110 -2.3964 -4.1045
24 H 2.0148 -0.0503 1.7641
25 H -3.5296 0.7609 -5.0138
26 H -1.6442 3.7303 1.7695
27 H 3.2461 -1.9520 2.3270
28 H -2.8472 2.2336 3.2955
29 H 5.1568 -0.8026 1.1610
30 H -3.2661 1.8590 1.6362
31 H 3.3207 -0.8231 -0.2221
32 H -1.2574 0.3532 3.3935
33 H 1.8666 0.0576 -0.6455
34 H 3.8325 -1.3248 3.8787
35 H -4.3503 -0.6899 1.2977
36 H 3.7221 0.7636 -2.0850
37 H 4.8069 -2.4777 2.9574
38 H 5.7491 -0.2286 2.7064
39 H -0.4858 2.7012 2.6220
40 H 3.2091 2.1215 -1.0750
41 H -5.1819 -1.1184 -4.1773
42 H -2.0337 -2.5249 -5.6456
43 H 4.5911 1.5900 1.6153
44 H -3.5667 -2.2221 0.8692
45 H 2.1725 1.6115 1.2424
46 H -0.5759 0.0609 1.0611
47 H -2.8896 -0.1701 3.0469
48 H -0.4783 -0.3992 -5.8571
49 H -2.7049 0.5373 -0.1590
50 H 4.6950 1.2329 -0.6903
51 H 3.7233 1.1273 3.0610

8.
2 unconnected molecules or ions with the total composition C3H9N, computed with ωB97M-V with the def2-TZVPD basis set.

multiplicity = 1
relative energy (zero: lowest compared OMol25 entry of this formula, charge and spin) = 50.73 kcal/mol
lowest unoccupied orbital energy = 0.8219 eV
total energy = -174.37221 Ha
orbital gap = 8.785 eV

Element x y z (Å)
1 N -1.2993 1.0413 -0.0248
2 C -1.5207 0.1526 -2.3268
3 C -1.9866 0.4944 -1.1127
4 C 2.3975 -0.5981 1.9099
5 H 2.9234 -1.0920 1.0784
6 H -0.6829 0.6546 -2.8161
7 H -2.9885 0.0856 -0.9598
8 H -0.2960 1.0353 -0.0284
9 H -1.5398 -0.8306 -2.7957
10 H 2.6270 -1.3087 2.6937
11 H 2.7590 0.4157 2.0947
12 H -1.7580 0.5524 0.7295
13 H 1.3647 -0.6026 1.5579

9.
15 unconnected molecules or ions with the total composition C8H46O19, computed with ωB97M-V with the def2-TZVPD basis set.

multiplicity = 2
total charge = +1
<S²> = 0.7556
lowest unoccupied orbital energy (spin up / spin down) = -3.6105 / -9.7225 eV
total energy = -1761.49270 Ha
orbital gap (spin up / spin down) = 7.518 / 1.406 eV

Element x y z (Å)
1 O -0.4824 2.7689 -2.6577
2 O -0.4103 -4.4694 -4.4117
3 O 2.2740 2.4644 -2.1476
4 O -0.8669 1.8905 0.2669
5 O -0.0843 -3.8562 1.5038
6 O -1.0022 -2.3546 -2.8178
7 O 2.5834 0.8096 3.1940
8 O 2.6578 -2.2710 -0.1730
9 O -2.3869 -2.1933 2.7411
10 O 3.5233 4.4419 0.5695
11 O 2.1226 6.6736 1.3851
12 O -0.0152 -0.2430 4.3280
13 O -1.2469 3.9801 1.8306
14 O 1.9407 -1.9372 2.5506
15 O -4.6873 -3.0933 0.3850
16 O 0.0820 -0.2649 -1.2193
17 O -1.7668 2.0148 3.5577
18 O -3.9142 -2.1514 -3.0337
19 O 2.8149 0.4043 -0.1737
20 C -4.5557 -2.9766 -2.0748
21 C 2.2593 4.1662 1.0688
22 C 1.8530 5.4091 1.9852
23 C -0.0959 -2.2377 -3.9788
24 C -3.8875 -2.6184 -0.6604
25 C -0.3761 -0.4890 0.1281
26 C -0.3149 -3.2391 -5.1347
27 C -0.3095 0.8058 1.0078
28 H -1.3666 -0.9436 0.1480
29 H -4.4374 -4.0241 -2.3520
30 H -0.5336 0.5480 4.1802
31 H 1.6178 3.9823 0.2070
32 H -1.1717 -4.4279 -3.8285
33 H -0.4176 3.7231 -2.6954
34 H -2.8621 -2.9860 -0.6207
35 H 0.3391 -1.2433 0.4561
36 H -3.2463 -2.7086 -3.4401
37 H 2.8857 6.7283 0.8052
38 H -0.2267 -4.6957 1.9411
39 H -1.6300 2.7328 2.9396
40 H 1.8529 -2.0593 1.6052
41 H 3.7366 0.3544 -0.4274
42 H 0.9142 -2.3232 -3.5782
43 H -0.9340 0.6687 1.8906
44 H 2.8822 -1.8410 2.6937
45 H 3.1989 0.1756 3.5620
46 H 3.5119 -2.3332 -0.6006
47 H -2.2911 -1.5291 3.4237
48 H 2.2195 3.2671 1.6838
49 H 2.4399 5.3414 2.9011
50 H 2.1287 -2.9486 -0.5939
51 H 2.5407 1.8745 -2.8526
52 H -1.1761 3.2899 1.1712
53 H -5.6344 -2.8246 -2.1119
54 H 0.4768 -3.4282 -5.8596
55 H -1.5167 -2.2608 2.3481
56 H -1.4541 4.7695 1.3305
57 H 4.1048 3.6993 0.7484
58 H -0.7584 -1.6839 -2.1756
59 H 2.5715 2.0318 -1.3473
60 H -4.1901 -2.9912 1.1999
61 H -0.0664 -1.1982 -4.3052
62 H 0.4195 2.4717 -2.5368
63 H -0.8278 1.7032 -0.6738
64 H 1.0410 -0.2954 -1.1883
65 H 0.7124 1.0578 1.2911
66 H 0.8183 -0.0687 3.8908
67 H -2.6661 2.1304 3.8645
68 H 2.5858 -0.4912 0.0752
69 H -1.2223 -3.1449 -5.7314
70 H -3.7791 -1.5375 -0.5710
71 H 0.2884 -4.0888 0.6534
72 H 0.7870 5.4280 2.2122
73 H 2.6265 0.6652 2.2488

10.
A molecular structure, C6H30Li4O17S2, computed with ωB97M-V with the def2-TZVPD basis set.

multiplicity = 1
lowest unoccupied orbital energy = -1.5272 eV
total energy = -2352.57216 Ha
orbital gap = 7.662 eV

Element x y z (Å)
1 S 1.6847 -4.3213 2.6264
2 S -0.8039 -1.2213 0.2625
3 O 2.7912 -3.4311 2.2009
4 O 1.0007 2.2023 2.0733
5 O -1.9353 -1.0840 -0.6441
6 O 0.5006 -3.3779 2.8302
7 O -3.4913 -3.2848 -1.7017
8 O 1.1819 -5.1098 1.4397
9 O -0.1610 0.1027 0.5400
10 O -1.2739 -1.9186 1.4936
11 O -3.4122 0.4586 -3.2283
12 O 2.3063 -4.0899 -0.7121
13 O 0.2399 -2.1304 -0.2668
14 O 2.2676 -1.2467 -2.0361
15 O 1.2379 1.4075 -1.5817
16 O -2.1806 1.8547 1.0962
17 O -4.5006 -0.7981 0.4917
18 O 1.9849 -5.1332 3.7630
19 O 0.4391 -3.1488 -3.2338
20 C 0.2371 1.5640 -3.7686
21 C -0.0308 3.3238 3.9534
22 C 0.2568 2.1539 -2.3668
23 C 1.2983 2.8133 3.3942
24 C 0.6578 3.6136 -2.3100
25 C 2.2772 3.9544 3.1487
26 Li 1.2029 0.2954 1.8511
27 Li 2.2596 -2.1918 -0.0611
28 Li -0.3428 -3.6896 1.1450
29 Li -0.8970 -2.1230 3.2309
30 H -0.2009 4.3765 3.7265
31 H 0.5131 4.0096 -1.3073
32 H 1.9021 -4.6170 0.0377
33 H 2.2992 4.5450 4.0708
34 H 2.1086 -0.2918 -1.9363
35 H -0.3650 2.1348 -4.4689
36 H 1.8896 4.5854 2.3533
37 H 0.0640 4.2124 -3.0049
38 H 3.2988 3.6289 2.9708
39 H -3.1411 -3.2294 -2.5939
40 H -3.0132 -2.6093 -1.2010
41 H 0.5617 -3.1525 -2.2768
42 H 0.6342 2.8574 1.4703
43 H -1.4640 1.2267 0.9251
44 H 2.5486 -4.7461 -1.3686
45 H -0.6946 2.0012 -1.8483
46 H -2.9475 1.5007 0.6324
47 H 1.6886 3.6833 -2.6601
48 H -3.6992 -0.8918 -0.0443
49 H 0.7698 1.0863 -0.8049
50 H 1.6180 -1.5247 -2.6974
51 H 1.2698 1.4832 -4.1088
52 H -3.4081 -0.3139 -3.7997
53 H -0.4463 -2.7964 -3.3617
54 H -0.8623 2.7344 3.5716
55 H -0.1998 0.5677 -3.6716
56 H -2.8131 0.2322 -2.5086
57 H -0.0155 3.2595 5.0449
58 H -4.3481 -1.3652 1.2516
59 H 1.6575 1.9688 3.9783